A) This record from OMol25 describes the molecule C4H10OSi. The level of theory is ωB97M-V with the def2-TZVPD basis set.

Properties
- Multiplicity: 1
- HOMO-LUMO gap: 10.17 eV

Positions of all 16 atoms, in Å:
C -1.79 1.31 -0.42
C -1.29 0.09 0.38
O -1.67 -0.32 1.45
C -0.04 -0.45 -0.16
C 0.14 -1.87 0.27
Si 1.61 0.71 0.57
H -1.05 2.10 -0.65
H -2.56 1.78 0.00
H -2.14 0.96 -1.51
H -0.10 -0.49 -1.32
H -0.67 -2.59 0.03
H 1.09 -2.38 -0.14
H 0.37 -1.79 1.25
H 2.85 0.73 -0.30
H 1.98 0.25 2.00
H 0.87 2.13 0.26

Results of the natural (NBO) charge analysis, in e, for atoms 1 through 4:
1. C -0.702
2. C 0.565
3. O -0.547
4. C -0.605

B) This record from OMol25 describes the molecule C4H10OSi. The level of theory is ωB97M-V with the def2-TZVPD basis set.

Properties
- Multiplicity: 1
- HOMO-LUMO gap: 9.16 eV

Positions of all 16 atoms, in Å:
C 1.74 -0.15 -1.73
C 1.26 -0.26 -0.30
O 1.94 0.01 0.65
Si -0.91 -0.47 0.15
C -0.83 -0.98 2.03
C -1.25 1.32 -0.20
H 2.50 0.69 -1.88
H 2.40 -1.03 -1.84
H 0.98 -0.17 -2.40
H -1.72 -1.32 -0.76
H 0.14 -0.66 2.40
H -1.59 -0.31 2.57
H -1.03 -2.05 2.26
H -2.08 1.72 -0.82
H -1.20 1.98 0.68
H -0.35 1.69 -0.79

Results of the natural (NBO) charge analysis, in e, for atoms 1 through 4:
1. C -0.741
2. C 0.368
3. O -0.575
4. Si 1.171

Most favorable structure: B). The second most favorable one is 0.0421 hartree above it.

A) This record from OMol25 describes a structure of composition C30H27BCl5F9IrNO4S3Si. The level of theory is ωB97M-V with the def2-TZVPD basis set.

Properties
- Total charge: -2
- Multiplicity: 1
- HOMO-LUMO gap: 5.48 eV

Positions of all 82 atoms, in Å:
Ir 1.57 2.07 0.88
C -2.32 7.17 -2.07
Si -1.88 6.03 -0.64
C -3.34 4.91 -0.30
C -1.49 7.09 0.85
C -0.39 5.02 -1.16
C 0.19 5.14 -2.41
C 1.27 4.35 -2.80
C 1.75 3.41 -1.90
N 1.20 3.27 -0.70
C 0.17 4.06 -0.30
S -0.28 3.64 1.32
H -3.19 7.78 -1.80
H -2.57 6.61 -2.97
H -1.50 7.86 -2.31
H -4.22 5.49 0.01
H -3.10 4.20 0.48
H -3.61 4.35 -1.20
H -2.36 7.68 1.15
H -0.67 7.78 0.63
H -1.19 6.46 1.69
H -0.20 5.87 -3.12
H 1.73 4.44 -3.77
H 2.56 2.74 -2.13
F -0.31 1.40 4.73
C 0.07 0.30 4.06
F -0.68 0.22 2.96
F -0.23 -0.76 4.84
C 1.59 0.38 3.69
O 1.81 1.34 2.79
C 2.09 -1.06 3.28
F 1.14 -1.78 2.70
F 2.50 -1.77 4.36
F 3.12 -0.97 2.45
C 2.39 0.81 4.96
F 2.03 0.17 6.09
F 3.71 0.60 4.78
F 2.24 2.12 5.21
Cl 2.37 -0.05 -1.96
C 3.59 0.31 -0.78
C 3.30 1.20 0.26
C 4.43 1.61 0.99
Cl 4.20 2.96 2.07
C 5.70 1.08 0.84
Cl 7.01 1.63 1.81
C 5.90 0.10 -0.13
Cl 7.46 -0.61 -0.32
C 4.85 -0.27 -0.96
Cl 5.12 -1.41 -2.22
C -1.18 -8.16 0.29
O -0.50 -7.05 0.82
C 0.71 -6.67 0.28
S 1.34 -7.56 -1.01
S 1.32 -5.27 0.96
H -2.11 -8.23 0.86
H -0.60 -9.08 0.39
H -1.40 -8.03 -0.77
C -1.33 -4.99 -2.33
C -2.49 -4.23 -1.66
C -2.77 -4.87 -0.29
C -3.74 -4.38 -2.52
C -2.08 -2.77 -1.46
C -2.76 -1.72 -2.08
C -2.37 -0.39 -1.91
C -1.29 -0.16 -1.09
O -0.72 1.04 -0.76
B 0.36 0.73 0.09
O 0.41 -0.66 0.28
C -0.61 -1.19 -0.47
C -0.97 -2.51 -0.64
H -1.60 -6.04 -2.47
H -0.42 -4.97 -1.74
H -1.11 -4.56 -3.31
H -3.07 -5.91 -0.42
H -3.58 -4.34 0.22
H -1.89 -4.86 0.35
H -4.00 -5.44 -2.60
H -3.58 -4.00 -3.54
H -4.59 -3.85 -2.09
H -3.61 -1.93 -2.71
H -2.90 0.42 -2.39
H -0.40 -3.33 -0.21

Results of the Löwdin charge analysis, in e, for atoms 1 through 4:
1. Ir 1.116
2. C -0.198
3. Si 0.499
4. C -0.178

B) This record from OMol25 describes a structure of composition C30H27BCl5F9IrNO4S3Si. The level of theory is ωB97M-V with the def2-TZVPD basis set.

Properties
- Total charge: -2
- Multiplicity: 1
- HOMO-LUMO gap (alpha / beta): 5.32 / 5.32 eV

Positions of all 82 atoms, in Å:
Ir -0.94 -0.74 -1.11
C -2.34 -7.60 -0.52
Si -1.56 -6.00 0.08
C 0.19 -6.39 0.63
C -2.58 -5.34 1.49
C -1.55 -4.80 -1.37
C -2.05 -5.14 -2.62
C -2.11 -4.21 -3.66
C -1.65 -2.93 -3.42
N -1.12 -2.60 -2.24
C -1.05 -3.49 -1.22
S -0.36 -2.78 0.19
H -2.31 -8.34 0.28
H -1.82 -8.02 -1.38
H -3.39 -7.46 -0.80
H 0.18 -7.17 1.39
H 0.66 -5.50 1.04
H 0.79 -6.73 -0.22
H -2.62 -6.08 2.30
H -3.60 -5.14 1.17
H -2.17 -4.41 1.87
H -2.45 -6.13 -2.79
H -2.52 -4.46 -4.63
H -1.69 -2.14 -4.16
F -2.54 -1.72 2.96
C -2.52 -0.40 2.68
F -1.25 -0.01 2.66
F -3.12 0.22 3.72
C -3.22 -0.12 1.30
O -2.50 -0.60 0.29
C -3.56 1.41 1.23
F -2.57 2.14 1.73
F -4.68 1.71 1.95
F -3.79 1.77 -0.02
C -4.58 -0.92 1.30
F -5.24 -0.86 2.47
F -5.42 -0.46 0.36
F -4.37 -2.22 1.04
Cl 1.15 0.62 -3.35
C -0.51 1.08 -3.53
C -1.46 0.48 -2.70
C -2.79 0.69 -3.08
Cl -4.04 -0.25 -2.33
C -3.16 1.58 -4.09
Cl -4.82 1.84 -4.47
C -2.17 2.25 -4.80
Cl -2.61 3.37 -6.04
C -0.84 1.97 -4.54
Cl 0.39 2.70 -5.50
C 0.89 5.84 1.01
O -0.08 4.91 0.59
C -0.01 4.36 -0.66
S 1.26 4.81 -1.69
S -1.25 3.27 -0.97
H 0.61 6.11 2.03
H 0.90 6.72 0.36
H 1.89 5.40 0.99
C 6.13 3.24 0.52
C 5.17 3.51 1.69
C 4.59 4.92 1.54
C 5.98 3.45 2.98
C 4.03 2.48 1.66
C 3.77 1.62 2.72
C 2.75 0.66 2.68
C 1.99 0.60 1.54
O 0.96 -0.23 1.21
B 0.54 0.15 -0.09
O 1.37 1.19 -0.53
C 2.24 1.47 0.47
C 3.23 2.41 0.51
H 6.95 3.96 0.53
H 5.61 3.33 -0.44
H 6.54 2.23 0.58
H 5.39 5.66 1.58
H 3.88 5.13 2.35
H 4.06 5.04 0.60
H 6.78 4.19 2.95
H 6.44 2.47 3.12
H 5.36 3.66 3.85
H 4.38 1.67 3.62
H 2.56 0.00 3.51
H 3.36 3.07 -0.34

Results of the Löwdin charge analysis, in e, for atoms 1 through 4:
1. Ir 1.173
2. C -0.199
3. Si 0.494
4. C -0.186

Most favorable structure: A). The second most favorable one is 0.1052 hartree above it.

A) This record from OMol25 describes a cluster of 6 separate species, C12H18N6 in total. The level of theory is ωB97M-V with the def2-TZVPD basis set.

Properties
- Multiplicity: 1
- HOMO-LUMO gap: 11.20 eV

Positions of all 36 atoms, in Å:
C 2.54 1.21 2.06
C 3.23 2.12 1.15
N 3.78 2.85 0.47
H 2.58 0.18 1.73
H 1.49 1.51 1.98
H 2.81 1.30 3.11
C -0.87 -0.75 -4.56
C -0.60 0.34 -5.49
N -0.39 1.21 -6.21
H -1.93 -0.99 -4.56
H -0.52 -0.61 -3.54
H -0.28 -1.63 -4.84
C 1.59 -2.03 0.28
C 2.37 -3.08 -0.36
N 2.98 -3.90 -0.88
H 2.06 -1.78 1.24
H 0.64 -2.49 0.57
H 1.47 -1.06 -0.20
C -1.54 -0.08 -0.28
C -1.19 1.18 0.41
N -0.92 2.15 0.96
H -2.59 -0.32 -0.15
H -0.92 -0.88 0.12
H -1.21 0.10 -1.30
C -2.14 -3.68 -0.33
C -1.27 -3.32 -1.46
N -0.58 -3.06 -2.33
H -2.71 -2.80 -0.07
H -1.53 -4.04 0.49
H -2.74 -4.54 -0.63
C -1.08 4.49 3.83
C 0.35 4.52 3.56
N 1.48 4.56 3.39
H -1.64 4.06 3.00
H -1.45 5.45 4.17
H -1.25 3.81 4.67

Results of the natural (NBO) charge analysis, in e, for atoms 1 through 4:
1. C -0.723
2. C 0.285
3. N -0.317
4. H 0.225

B) This record from OMol25 describes a cluster of 6 separate species, C12H18N6 in total. The level of theory is ωB97M-V with the def2-TZVPD basis set.

Properties
- Multiplicity: 1
- HOMO-LUMO gap: 11.62 eV

Positions of all 36 atoms, in Å:
C 0.12 -3.45 -4.03
C 0.94 -2.47 -3.36
N 1.60 -1.69 -2.83
H 0.34 -3.45 -5.10
H -0.93 -3.21 -3.87
H 0.30 -4.45 -3.63
C -0.70 -2.96 3.11
C -0.20 -2.81 4.47
N 0.18 -2.69 5.55
H -1.27 -3.89 3.04
H 0.13 -2.97 2.40
H -1.34 -2.11 2.89
C -3.41 4.33 -1.67
C -2.79 5.59 -2.07
N -2.27 6.56 -2.38
H -4.35 4.15 -2.18
H -3.51 4.37 -0.59
H -2.71 3.52 -1.87
C -0.34 -0.64 -0.06
C -1.12 0.59 -0.09
N -1.72 1.57 -0.10
H 0.59 -0.40 0.46
H -0.11 -1.01 -1.05
H -0.87 -1.37 0.54
C 1.24 2.14 -2.38
C 1.84 1.77 -3.64
N 2.34 1.45 -4.62
H 1.65 3.09 -2.02
H 1.45 1.37 -1.64
H 0.17 2.27 -2.48
C 2.63 -0.49 5.33
C 2.16 -0.62 3.95
N 1.81 -0.69 2.87
H 3.69 -0.28 5.38
H 2.38 -1.40 5.87
H 2.04 0.30 5.80

Results of the natural (NBO) charge analysis, in e, for atoms 1 through 4:
1. C -0.723
2. C 0.298
3. N -0.343
4. H 0.263

Most favorable structure: B). The second most favorable one is 0.0297 hartree above it.

A) This record from OMol25 describes a cluster of 3 separate species, C15H32BN3O4P in total. The level of theory is ωB97M-V with the def2-TZVPD basis set.

Properties
- Total charge: +1
- Multiplicity: 1
- HOMO-LUMO gap: 5.54 eV

Positions of all 56 atoms, in Å:
C -1.63 4.11 -1.39
O -2.22 2.79 -1.13
B -1.25 1.69 -1.24
O -1.80 0.30 -1.15
P 0.65 1.84 -1.44
C 1.50 0.91 0.05
C 1.11 -0.68 -0.10
C 0.31 -1.32 1.18
C -0.73 -2.56 0.77
N -0.39 -3.19 -0.57
C -1.42 -2.93 -1.65
C -0.95 -3.61 -3.07
C 0.48 -4.29 -2.64
C 0.80 -3.99 -1.05
H -1.47 4.27 -2.55
H -2.42 4.91 -1.00
H -0.64 4.33 -0.76
H -2.08 0.00 -2.07
H 1.17 3.18 -1.47
H 1.14 1.18 -2.65
H 2.67 1.04 -0.13
H 1.21 1.39 1.08
H 0.57 -0.80 -1.14
H 2.13 -1.28 -0.20
H -0.25 -0.53 1.85
H 1.13 -1.84 1.87
H -0.68 -3.44 1.57
H -1.81 -2.07 0.80
H -2.41 -2.31 -1.52
H -1.50 -3.58 -4.10
H 1.24 -4.88 -3.32
H 1.71 -4.28 -0.38
C 1.57 -7.61 3.17
C 0.98 -6.71 2.13
O 1.65 -6.24 1.21
N -0.35 -6.41 2.22
C -1.30 -6.86 3.21
H 2.64 -7.75 2.97
H 1.47 -7.16 4.16
H 1.08 -8.59 3.15
H -0.68 -5.80 1.48
H -2.10 -7.39 2.69
H -1.72 -5.97 3.70
H -0.85 -7.51 3.95
C -0.25 8.03 0.88
C -0.63 7.70 -0.54
O -1.62 7.03 -0.81
N 0.17 8.17 -1.54
C 1.37 8.97 -1.43
H -0.98 7.59 1.56
H 0.74 7.62 1.11
H -0.25 9.11 1.03
H -0.15 7.91 -2.47
H 1.21 9.90 -1.98
H 2.19 8.41 -1.90
H 1.63 9.20 -0.39

Results of the natural (NBO) charge analysis, in e, for atoms 1 through 4:
1. C -0.320
2. O -0.655
3. B 0.919
4. O -0.922

B) This record from OMol25 describes a cluster of 3 separate species, C15H32BN3O4P in total. The level of theory is ωB97M-V with the def2-TZVPD basis set.

Properties
- Total charge: +1
- Multiplicity: 1
- HOMO-LUMO gap: 7.11 eV

Positions of all 56 atoms, in Å:
C -3.86 0.65 -1.95
O -3.13 -0.35 -1.22
B -1.84 -0.62 -1.28
O -1.19 -1.56 -0.54
P -0.57 0.43 -2.39
C 0.77 1.11 -1.38
C 1.58 -0.03 -0.73
C 1.47 -0.07 0.80
C 1.56 -1.49 1.39
N 2.24 -2.42 0.53
C 1.68 -3.50 -0.12
C 2.63 -4.06 -0.91
C 3.83 -3.32 -0.74
C 3.55 -2.31 0.14
H -3.96 0.33 -2.99
H -4.85 0.74 -1.51
H -3.37 1.62 -1.88
H -1.20 -2.48 -0.84
H -1.16 1.44 -3.14
H 0.04 -0.39 -3.33
H 1.38 1.71 -2.06
H 0.32 1.79 -0.65
H 1.30 -1.01 -1.14
H 2.62 0.11 -1.03
H 0.53 0.38 1.13
H 2.27 0.55 1.21
H 2.07 -1.43 2.36
H 0.57 -1.90 1.56
H 0.65 -3.79 0.08
H 2.50 -4.94 -1.52
H 4.80 -3.50 -1.19
H 4.17 -1.54 0.56
C 5.82 -1.16 4.97
C 5.06 -1.83 3.86
O 5.22 -1.53 2.68
N 4.19 -2.82 4.20
C 3.87 -3.32 5.52
H 6.47 -0.41 4.53
H 5.14 -0.67 5.67
H 6.42 -1.87 5.53
H 3.76 -3.27 3.40
H 4.14 -4.37 5.62
H 2.81 -3.22 5.74
H 4.43 -2.76 6.27
C -6.11 4.88 -1.41
C -6.13 3.77 -2.45
O -6.07 2.59 -2.12
N -6.25 4.13 -3.74
C -6.37 5.47 -4.30
H -6.02 4.42 -0.43
H -5.27 5.55 -1.57
H -7.02 5.47 -1.45
H -6.30 3.35 -4.38
H -7.32 5.60 -4.82
H -5.56 5.68 -5.00
H -6.32 6.20 -3.50

Results of the natural (NBO) charge analysis, in e, for atoms 1 through 4:
1. C -0.259
2. O -0.660
3. B 0.953
4. O -0.917

Most favorable structure: B). The second most favorable one is 0.3209 hartree above it.